{"formula": "C30H44O9", "method": "wB97M-V/def2-TZVPD", "smiles": "CO[C@@H]1[C@@H](O)[C@@H](O[C@@H]2CC[C@]3(C=O)[C@H](CC[C@H]4[C@H]3CC[C@@]3(C)[C@@H](C5=CC(=O)OC5)CC[C@]43O)C2)O[C@@H](C)[C@H]1O", "spin_multiplicity": 1, "lumo_ev": 0.47, "gap_ev": 9.875, "e_above_lowest_ev": 0.079, "elements": ["C", "O", "C", "C", "O", "C", "O", "C", "C", "C", "C", "C", "O", "C", "C", "C", "C", "C", "C", "C", "C", "C", "C", "C", "C", "C", "O", "O", "C", "C", "C", "C", "O", "C", "O", "C", "C", "C", "O", "H", "H", "H", "H", "H", "H", "H", "H", "H", "H", "H", "H", "H", "H", "H", "H", "H", "H", "H", "H", "H", "H", "H", "H", "H", "H", "H", "H", "H", "H", "H", "H", "H", "H", "H", "H", "H", "H", "H", "H", "H", "H", "H", "H"], "positions_angstrom": [[-7.7861, 1.7477, 2.3734], [-6.4712, 2.0487, 1.9636], [-5.9319, 3.2194, 2.5388], [-4.8359, 3.7250, 1.5887], [-4.4178, 5.0055, 1.9922], [-3.6400, 2.7578, 1.6073], [-2.6581, 3.3390, 0.8128], [-1.6138, 2.5074, 0.3062], [-2.0929, 1.5739, -0.8064], [-0.9138, 0.8255, -1.4247], [-0.1345, 0.0216, -0.3669], [-1.0331, -1.0829, 0.1359], [-1.6597, -1.8341, -0.5629], [0.3102, 0.9730, 0.7610], [1.1281, 0.2521, 1.8323], [2.3253, -0.4607, 1.2181], [1.8928, -1.4120, 0.1011], [1.1388, -0.6242, -0.9892], [0.8332, -1.4626, -2.2381], [2.0487, -2.2302, -2.7730], [2.6851, -3.0608, -1.6633], [1.6997, -4.1356, -1.1874], [4.0138, -3.8176, -1.9812], [4.8682, -3.2213, -3.0490], [5.9699, -2.4635, -3.0031], [6.4442, -2.2170, -4.3773], [7.3894, -1.5799, -4.7445], [5.6016, -2.8589, -5.2270], [4.5977, -3.5256, -4.4983], [4.7155, -3.9138, -0.6019], [3.9985, -2.9463, 0.3600], [3.1157, -2.0762, -0.5450], [3.8815, -1.0092, -1.0732], [-0.8869, 1.6988, 1.3764], [-3.1455, 2.6136, 2.9150], [-4.0980, 2.0478, 3.7992], [-3.4087, 1.8305, 5.1377], [-5.3300, 2.9688, 3.9395], [-5.0343, 4.1746, 4.5810], [-7.8403, 1.5236, 3.4435], [-8.0827, 0.8684, 1.8054], [-8.4664, 2.5766, 2.1492], [-6.7007, 4.0030, 2.6225], [-5.2379, 3.7531, 0.5643], [-3.5392, 5.1405, 1.6105], [-3.9756, 1.7768, 1.2228], [-0.9214, 3.2422, -0.1238], [-2.6050, 2.1583, -1.5732], [-2.8064, 0.8519, -0.4034], [-1.3007, 0.1443, -2.1818], [-0.2374, 1.5359, -1.9043], [-1.0863, -1.1897, 1.2354], [0.9606, 1.7265, 0.3010], [0.5072, -0.4688, 2.3671], [1.4757, 0.9829, 2.5651], [2.8538, -1.0201, 1.9917], [3.0166, 0.2699, 0.7966], [1.2464, -2.1830, 0.5254], [1.8012, 0.1927, -1.2940], [0.4971, -0.7954, -3.0327], [0.0208, -2.1585, -2.0333], [2.7771, -1.5102, -3.1506], [1.7228, -2.8682, -3.5973], [1.4564, -4.7875, -2.0249], [0.7705, -3.7137, -0.8227], [2.1302, -4.7442, -0.3979], [3.7517, -4.8185, -2.3371], [6.5134, -2.0684, -2.1659], [4.6624, -4.6012, -4.7018], [3.6182, -3.1716, -4.8337], [5.7722, -3.6688, -0.6916], [4.6581, -4.9352, -0.2280], [3.3851, -3.4852, 1.0800], [4.7048, -2.3288, 0.9128], [4.6923, -1.3692, -1.4454], [-1.5779, 0.9814, 1.8205], [-0.5559, 2.3685, 2.1715], [-4.4464, 1.0890, 3.3772], [-4.0588, 1.2691, 5.8019], [-2.4809, 1.2862, 4.9888], [-3.1882, 2.7952, 5.5855], [-6.0667, 2.4607, 4.5724], [-4.5330, 4.7199, 3.9526]], "forces_ev_per_a": [[0.006, -0.017, 0.008], [0.287, 0.033, -0.088], [0.127, 0.477, 0.188], [-0.062, -0.732, -0.369], [0.092, 0.337, 0.186], [-0.536, -0.013, -0.213], [-0.185, 0.042, 0.161], [0.111, -0.254, -0.121], [0.116, 0.381, 0.053], [-0.214, -0.180, 0.191], [0.318, 0.399, -0.677], [0.099, 0.113, 0.543], [-0.225, -0.113, -0.165], [-0.314, -0.192, 0.350], [0.233, 0.133, -0.233], [-0.229, -0.171, 0.075], [0.623, 0.344, -0.212], [-0.271, -0.271, 0.064], [0.188, 0.013, -0.088], [-0.033, 0.025, 0.090], [0.082, 0.197, -0.302], [0.088, 0.242, 0.060], [-0.016, 0.019, 0.111], [0.296, 0.082, -0.186], [-0.399, -0.329, -0.173], [0.300, 0.301, 0.175], [-0.136, -0.115, -0.066], [0.183, 0.090, -0.512], [-0.284, -0.126, 0.129], [0.007, -0.091, 0.062], [-0.116, 0.196, -0.095], [-0.498, -0.669, 0.559], [0.257, 0.161, -0.149], [0.142, 0.346, -0.273], [0.220, 0.252, -0.004], [-0.387, -0.150, 0.451], [-0.110, 0.122, -0.458], [0.001, -0.568, -0.400], [0.176, 0.405, 0.099], [-0.029, -0.007, -0.019], [-0.096, 0.013, 0.069], [0.004, -0.026, 0.003], [0.071, -0.086, 0.004], [0.036, -0.062, 0.165], [-0.027, 0.033, -0.001], [0.144, 0.139, 0.042], [0.019, -0.168, 0.024], [-0.060, -0.020, 0.019], [-0.086, -0.012, 0.001], [0.092, 0.039, -0.061], [0.105, 0.000, -0.067], [-0.069, -0.118, 0.068], [0.024, -0.019, -0.074], [-0.072, -0.008, 0.102], [-0.077, 0.004, 0.081], [0.104, 0.016, 0.033], [0.062, 0.018, 0.032], [0.022, -0.118, 0.010], [-0.072, 0.086, 0.046], [-0.119, -0.031, 0.004], [-0.027, 0.068, -0.078], [0.016, -0.078, -0.113], [0.021, -0.019, -0.082], [-0.010, -0.077, -0.066], [-0.130, -0.020, 0.069], [0.029, -0.146, 0.132], [0.000, 0.019, -0.022], [0.103, 0.018, 0.237], [-0.017, 0.074, 0.086], [0.068, -0.026, 0.075], [0.040, -0.070, 0.008], [0.089, -0.007, -0.006], [-0.029, -0.038, 0.071], [-0.052, 0.023, 0.084], [0.004, 0.142, -0.086], [-0.052, -0.067, 0.107], [-0.020, -0.060, 0.075], [0.034, 0.091, 0.089], [-0.052, -0.074, 0.123], [0.084, -0.118, 0.026], [0.032, 0.046, 0.079], [0.051, -0.045, -0.119], [-0.089, -0.026, 0.059]]}